[1]
Here is 8 unconnected molecules or ions with the total composition C44H104BN5O14P at a distorted geometry from the OMol25 dataset. Energies are from ωB97M-V/def2-TZVPD.

Last column: Mulliken charge in e.
Positions of all 169 atoms, in Å:
C -3.06985 3.26283 2.38782  -0.175
O -2.77999 4.63302 2.48312  -0.498
C -1.99971 5.15400 1.43584  0.003
C -0.72020 4.40316 1.10217  -1.468
C -0.73543 3.58438 -0.17215  2.087
C -0.95646 4.43640 -1.41066  -0.662
C -2.30014 4.31024 -2.08799  -0.548
C -2.60002 2.90507 -2.60034  -0.780
C -3.48581 2.02055 -1.70342  -0.664
C -2.88879 0.63815 -1.42817  1.037
C -3.80919 -0.54862 -1.68831  -1.184
C -3.09543 -1.82377 -2.12808  -0.959
C -2.59571 -2.82407 -1.08240  -0.895
C -2.21157 -2.35261 0.30454  0.284
C -0.87446 -1.78512 0.45904  -0.360
N -0.23505 -1.02411 -0.42086  0.829
C 0.93086 -0.71868 0.15139  -1.470
N 1.87188 0.09478 -0.35395  1.256
C 3.07023 0.33058 0.44871  -1.238
C 4.02309 -0.83299 0.54352  -1.031
C 4.39696 -1.45221 -0.79398  -0.559
C 3.59949 -2.68910 -1.14221  -1.665
N 2.57223 -2.43867 -2.16288  0.525
C 1.60785 -3.55758 -2.29524  -1.403
C 3.18078 -2.16058 -3.39279  0.536
C 2.25824 -1.87163 -4.51613  -1.381
O 4.41006 -2.13914 -3.52534  -0.567
B 1.68586 0.76669 -1.64765  1.099
O 0.88438 0.27777 -2.63616  -0.801
O 2.38110 1.92466 -1.77371  -0.601
N 1.04168 -1.31869 1.36376  0.310
N -0.12843 -2.01000 1.57108  -0.059
C -0.36128 -2.75078 2.79089  -0.836
P -1.21569 -1.69168 3.97785  0.928
O -0.37129 -0.54918 4.31169  -0.674
O -1.55720 -2.71546 5.10949  -0.526
O -2.59129 -1.25603 3.34224  -0.354
H -2.30212 2.66502 2.85072  0.320
H -3.19546 2.94663 1.36065  -0.205
H -3.98555 3.09307 2.92743  0.386
H -2.61057 5.27239 0.54518  0.084
H -1.73326 6.14376 1.76568  0.068
H -0.39525 3.82279 1.95315  0.458
H 0.03999 5.15523 0.95198  0.583
H -1.44752 2.77186 -0.12965  -0.736
H 0.24225 3.12713 -0.24944  -0.723
H -0.19928 4.18775 -2.13832  0.478
H -0.79521 5.47455 -1.15666  0.000
H -3.11312 4.64486 -1.45934  0.247
H -2.28591 4.97919 -2.93317  0.415
H -3.10909 3.01517 -3.54409  0.491
H -1.66435 2.40881 -2.82314  0.179
H -3.58897 2.52280 -0.75599  -0.012
H -4.46786 1.93039 -2.13814  0.706
H -2.56685 0.61361 -0.39764  0.110
H -2.00182 0.49737 -2.02009  -0.568
H -4.47589 -0.26440 -2.48903  0.740
H -4.40084 -0.74556 -0.81760  0.136
H -3.80851 -2.37210 -2.72013  0.615
H -2.29704 -1.53841 -2.79789  0.218
H -3.30690 -3.61487 -0.93303  0.375
H -1.71348 -3.29408 -1.48910  -0.045
H -2.93701 -1.67641 0.72976  0.248
H -2.23415 -3.23732 0.92737  -0.025
H 3.58277 1.16399 0.00991  0.591
H 2.75963 0.63806 1.44305  0.384
H 4.91316 -0.43718 1.00482  0.547
H 3.66068 -1.61347 1.20208  0.367
H 4.23668 -0.72682 -1.57778  0.420
H 5.43589 -1.72335 -0.79881  0.507
H 4.27991 -3.44163 -1.51699  0.881
H 3.12362 -3.10654 -0.26936  0.831
H 1.68081 -4.18860 -1.42950  0.414
H 1.77294 -4.14317 -3.18327  0.428
H 0.59798 -3.17578 -2.34234  0.322
H 1.22454 -1.99721 -4.25258  0.224
H 2.53348 -2.49361 -5.35079  0.416
H 2.39578 -0.84187 -4.79688  0.356
H -0.04679 0.30871 -2.41010  0.002
H 2.68043 2.09875 -2.66600  0.303
H 1.76894 -1.28207 2.05302  0.297
H -0.88797 -3.66921 2.59629  0.539
H 0.58720 -2.94337 3.26102  0.470
H -2.23125 -2.36751 5.70261  0.350
H -3.25920 -1.94759 3.31293  0.278
C -0.17941 8.81516 -0.29465  -0.854
C -1.42033 9.07101 -1.13422  0.251
C -2.31148 10.12574 -0.49870  -1.315
O -2.14996 7.85673 -1.33464  -0.450
H -0.46152 8.44265 0.69567  0.184
H 0.45233 8.05959 -0.76434  0.278
H 0.40696 9.72630 -0.16585  0.250
H -1.12452 9.39684 -2.13115  0.290
H -2.65117 9.78953 0.48497  0.338
H -3.19403 10.30116 -1.11301  0.329
H -1.77930 11.06872 -0.37348  0.389
H -2.42860 7.54313 -0.46866  0.295
C 3.32780 12.00207 2.16108  -1.370
C 3.17661 11.14701 0.91237  0.594
C 4.51170 10.93388 0.21532  -1.344
O 2.23199 11.73261 0.01573  -0.540
H 3.71151 12.99079 1.89692  0.343
H 2.36340 12.13983 2.64887  0.333
H 4.01662 11.54727 2.87345  0.369
H 2.75036 10.18014 1.18392  0.270
H 4.92839 11.89282 -0.10298  0.340
H 4.38445 10.31611 -0.67327  0.322
H 5.23218 10.45071 0.87591  0.374
H 2.57155 12.59230 -0.24917  0.328
C 8.80003 -4.17214 -2.88378  -1.159
C 7.54345 -4.76598 -2.27046  0.351
C 6.72099 -5.52642 -3.29995  -1.316
O 6.74334 -3.74294 -1.66730  -0.429
H 8.53494 -3.46269 -3.67288  0.283
H 9.37972 -3.63240 -2.13857  0.255
H 9.43783 -4.94095 -3.31687  0.406
H 7.81749 -5.43665 -1.45536  0.264
H 6.40004 -4.85084 -4.09703  0.260
H 5.82572 -5.94882 -2.84133  0.320
H 7.29742 -6.33683 -3.74637  0.446
H 6.47999 -3.12968 -2.36548  0.245
C -6.88485 -2.21321 1.70297  -0.345
C -7.56821 -1.82732 0.40034  0.366
C -9.08128 -1.89299 0.53053  -1.451
O -7.11500 -2.67285 -0.65808  -0.560
H -7.14225 -3.23980 1.97570  0.016
H -5.79576 -2.16452 1.59597  -0.347
H -7.18670 -1.55333 2.51872  0.546
H -7.27475 -0.82008 0.11274  0.380
H -9.39448 -2.91120 0.77629  0.306
H -9.55574 -1.61525 -0.40942  0.356
H -9.44239 -1.22497 1.31311  0.398
H -7.37226 -3.57357 -0.43807  0.352
C -7.78536 -4.41906 5.88626  -1.448
C -8.45560 -4.02803 4.57809  0.757
C -9.97083 -4.07967 4.68533  -1.386
O -8.00679 -4.88602 3.51901  -0.491
H -8.05239 -5.44337 6.15700  0.360
H -6.69977 -4.37618 5.78879  0.311
H -8.08820 -3.76031 6.70003  0.399
H -8.14514 -3.02192 4.29406  0.140
H -10.29816 -5.09487 4.92286  0.357
H -10.43092 -3.79645 3.73904  0.315
H -10.33747 -3.41074 5.46367  0.393
H -8.27160 -5.78287 3.74551  0.321
C -4.90398 -6.06558 2.47150  -1.198
C -4.41861 -6.33834 1.05279  0.649
C -4.33148 -7.83104 0.78748  -1.491
O -3.13161 -5.73742 0.81710  -0.440
H -4.19641 -6.49095 3.18943  0.431
H -4.97230 -4.99487 2.66713  0.146
H -5.88302 -6.50338 2.65428  0.314
H -5.09528 -5.87882 0.33086  0.161
H -3.62028 -8.29686 1.47459  0.373
H -3.98594 -8.02122 -0.22783  0.367
H -5.29998 -8.31188 0.92039  0.403
H -2.53224 -6.14178 1.45129  0.298
C 12.89598 -3.33618 -0.74453  -1.265
C 12.92452 -4.10568 -2.05657  0.474
C 14.31580 -4.11179 -2.67046  -1.339
O 11.97306 -3.56419 -2.97405  -0.499
H 13.17544 -2.29284 -0.91328  0.331
H 11.89349 -3.34677 -0.31659  0.303
H 13.58850 -3.76240 -0.01838  0.382
H 12.60003 -5.13214 -1.88246  0.255
H 14.63463 -3.08992 -2.89210  0.350
H 14.31802 -4.67053 -3.60558  0.325
H 15.04618 -4.55915 -1.99597  0.378
H 12.22772 -2.65481 -3.15572  0.316

Results
- largest force on an atom (hartree/bohr) = 0.0308
- E (Ha) = -3432.2237
- HOMO level (eV) = -11.168
- orbital gap (eV) = 8.77
- multiplicity = 1
- net charge = +1

***

[2]
Here is 12 unconnected molecules or ions with the total composition C44H107N7O16 at a distorted geometry from the OMol25 dataset. Energies are from ωB97M-V/def2-TZVPD.

Last column: Mulliken charge in e.
Positions of all 174 atoms, in Å:
C 0.20667 -1.21862 1.19964  0.961
C 1.35780 -1.38383 0.45862  0.251
C 1.81407 -0.28213 -0.48599  -0.662
O 2.90874 -0.37075 -1.13553  0.136
C 1.02817 0.85645 -0.61082  0.100
C -0.23048 1.03609 0.07593  -0.545
C -0.67648 -0.10871 1.03811  0.846
O -1.80641 -0.08331 1.54124  -0.595
O -0.96817 2.00052 -0.07635  -0.145
O 2.01518 -2.47740 0.54152  -1.059
H -0.09484 -1.97820 1.90937  0.542
H 1.32182 1.61779 -1.32328  -0.667
C 1.28072 6.06100 -2.64479  -1.749
C 1.28987 4.58828 -2.18634  0.787
C 2.71268 4.10562 -1.91350  -0.019
O 3.45891 4.15963 -3.12483  -0.348
C 4.78360 3.72160 -2.88907  -0.809
N 0.42029 4.47972 -1.00579  0.102
H 2.06491 6.21271 -3.39041  0.375
H 1.58504 6.66050 -1.78363  0.400
H 0.31805 6.29118 -3.09091  0.377
H 0.80410 3.98054 -2.95104  -0.508
H 2.63949 3.07316 -1.55264  0.170
H 3.16976 4.73027 -1.13617  0.316
H 5.23484 4.14761 -1.98705  0.344
H 5.41376 3.93035 -3.75388  0.368
H 4.80265 2.63689 -2.74225  0.212
H 0.90116 4.90030 -0.21230  0.293
H 0.28362 3.49744 -0.75873  -0.326
C 3.70947 2.23710 -6.43262  -1.271
C 2.23318 2.40569 -6.03508  0.018
C 1.80026 1.52955 -4.86818  0.754
O 1.39377 0.27992 -5.37709  -0.549
C 1.38141 -0.73711 -4.38248  0.349
N 2.03080 3.82934 -5.67608  -0.588
H 3.91872 1.16222 -6.53958  0.329
H 4.41507 2.59397 -5.68544  0.168
H 3.89789 2.69378 -7.40440  0.390
H 1.55141 2.23528 -6.87068  0.377
H 0.99021 1.94827 -4.25874  -0.187
H 2.64742 1.46189 -4.16700  -0.265
H 1.25283 -1.68659 -4.90186  0.423
H 0.57443 -0.58275 -3.66024  -0.179
H 2.34939 -0.74276 -3.87319  -0.079
H 2.22390 4.44842 -6.44806  0.257
H 2.59983 4.05865 -4.86089  0.334
C -4.27019 -0.93801 5.90617  -1.476
C -4.69929 -0.20811 4.62325  1.317
C -6.13510 0.27882 4.76026  -1.219
O -6.55672 0.87145 3.55249  -0.103
C -7.94123 0.73208 3.34574  -0.887
N -3.72672 0.83093 4.25820  -0.066
H -4.96037 -1.62900 6.40742  0.446
H -4.10227 -0.20176 6.70423  0.395
H -3.34075 -1.47127 5.70640  0.134
H -4.65255 -0.93910 3.81104  -0.421
H -6.22127 1.01873 5.57067  0.315
H -6.74688 -0.57634 5.07339  0.386
H -8.23497 -0.31557 3.49464  0.333
H -8.17297 1.09229 2.34798  0.221
H -8.51915 1.28844 4.09993  0.327
H -2.81148 0.37586 4.37381  0.122
H -3.74002 1.49000 5.04224  0.339
C 4.37013 -3.81285 -3.95257  -1.780
C 4.14399 -3.70512 -2.42988  0.541
C 5.10229 -2.76345 -1.72668  0.285
O 6.47111 -3.19172 -1.67190  -0.507
C 7.23031 -2.23607 -0.95525  -0.379
N 2.78460 -3.27135 -2.16086  -0.260
H 3.52592 -4.36227 -4.36575  0.428
H 5.31098 -4.34158 -4.12767  0.421
H 4.45024 -2.83885 -4.44016  0.255
H 4.32357 -4.71806 -2.05356  0.504
H 4.74883 -2.63081 -0.69728  -0.182
H 5.05619 -1.76041 -2.17291  0.003
H 6.76204 -1.86292 -0.04161  0.055
H 7.47618 -1.44120 -1.66691  0.178
H 8.17279 -2.70288 -0.65484  0.351
H 2.72755 -2.25063 -2.17504  -0.401
H 2.59603 -3.43591 -1.17083  0.162
C -5.95805 -0.96602 -1.87803  -1.539
C -4.81691 -1.63428 -1.14136  0.770
C -3.42768 -1.36799 -1.72344  -0.727
O -3.02805 -0.02113 -1.66330  0.177
C -2.00019 0.19769 -2.61111  -1.024
N -4.89397 -1.24060 0.26361  -0.318
H -5.98471 0.12128 -1.91632  0.137
H -6.93158 -1.35526 -1.56277  0.443
H -5.91833 -1.30690 -2.92639  0.417
H -4.96092 -2.71909 -1.29031  0.275
H -3.51156 -1.73910 -2.75934  0.398
H -2.67461 -1.98063 -1.21228  -0.121
H -1.12317 -0.41642 -2.37101  0.066
H -1.67156 1.23441 -2.61270  -0.009
H -2.26993 -0.04040 -3.64991  0.701
H -4.15131 -1.70958 0.78482  -0.231
H -5.73037 -1.66702 0.66343  0.303
C -3.83115 -5.12672 2.11654  -1.673
C -3.06388 -3.88035 2.52804  1.070
C -1.83757 -4.20162 3.39677  0.750
O -2.25991 -4.91117 4.55573  -0.505
C -1.12269 -5.25926 5.34376  -0.685
N -2.65525 -3.22934 1.27979  0.372
H -4.64452 -4.95208 1.41798  0.418
H -4.18521 -5.62259 3.02688  0.370
H -3.12913 -5.83835 1.66806  0.247
H -3.68962 -3.14212 3.03596  -0.422
H -1.38081 -3.23434 3.63789  -0.160
H -1.10766 -4.70878 2.75494  -0.119
H -0.83621 -4.39183 5.94600  0.141
H -0.26706 -5.54686 4.72764  0.290
H -1.42829 -6.10291 5.96271  0.324
H -2.18513 -2.33953 1.42313  -0.487
H -2.00009 -3.76259 0.69338  0.294
C 0.15626 -1.16508 6.07040  -1.203
C 0.20299 -0.72949 4.60653  0.115
O -1.15927 -0.56627 4.21133  -0.175
H 1.15181 -1.12497 6.52155  0.402
H -0.24419 -2.17385 6.15189  0.000
H -0.45039 -0.44872 6.62628  0.294
H 0.63978 -1.51330 3.98116  0.100
H 0.77559 0.19348 4.48020  0.298
H -1.14215 -0.40383 3.23320  -0.092
C 0.87414 -6.15275 0.78118  -1.004
C 0.18866 -5.51632 -0.40860  -0.382
O -0.31130 -4.23440 -0.07378  -0.337
H 1.51901 -5.49891 1.37180  0.171
H 1.51096 -6.99140 0.47759  0.392
H 0.14999 -6.54894 1.50071  0.232
H -0.64578 -6.13988 -0.72910  0.428
H 0.89904 -5.44890 -1.23880  0.260
H 0.43453 -3.65310 0.16734  -0.175
C 5.70454 -0.69415 3.16554  -1.354
C 4.46550 -0.87974 2.32102  1.499
O 3.55959 -1.74268 2.99649  -0.693
H 5.42274 -0.31423 4.15134  0.420
H 6.39820 0.01932 2.72041  0.165
H 6.18325 -1.65584 3.36805  0.307
H 4.62853 -1.28629 1.31770  -0.838
H 3.98605 0.10455 2.20867  0.167
H 2.93059 -2.02851 2.31504  0.076
C 7.33150 1.55803 0.00300  -1.446
C 5.85296 1.20209 -0.16919  1.569
O 5.65066 0.76546 -1.50630  -0.606
H 7.57228 2.55306 -0.37249  0.341
H 7.96418 0.83858 -0.51763  0.251
H 7.57472 1.50244 1.06706  0.389
H 5.21944 2.07857 0.01393  0.369
H 5.58171 0.43941 0.56205  -1.128
H 4.73527 0.43114 -1.50037  -0.004
C -4.53061 2.20366 -3.67116  -0.832
O -3.89394 2.68530 -2.51849  -0.025
C -3.28354 3.92096 -2.77289  -1.076
C -2.76536 4.54950 -1.50541  0.339
N -3.84304 4.66264 -0.51121  -0.261
C -3.44782 5.50980 0.62402  -1.126
C -2.35401 4.89767 1.47023  0.070
O -2.70828 3.58337 1.81871  0.019
C -1.83847 3.06974 2.79645  -0.568
H -4.58111 1.11846 -3.58105  0.078
H -4.06439 2.41940 -4.64173  0.383
H -5.54197 2.62920 -3.73864  0.271
H -3.96850 4.62621 -3.27902  0.481
H -2.45682 3.82131 -3.49373  0.356
H -2.37488 5.56005 -1.71175  0.462
H -1.94515 3.98853 -1.06971  -0.470
H -4.54289 5.25915 -0.95245  0.258
H -4.32348 5.76629 1.22980  0.410
H -3.17213 6.50949 0.24055  0.466
H -2.08536 5.53095 2.32582  0.457
H -1.44233 4.86354 0.85354  -0.226
H -2.05957 2.00048 2.84620  -0.174
H -2.04297 3.44728 3.80675  0.381
H -0.79803 3.17109 2.46952  0.316

Results
- relative energy (zero: lowest compared OMol25 entry of this formula, charge and spin) (kcal per mole) = 0.0
- largest force on an atom (hartree/bohr) = 0.0369
- E (Ha) = -3327.6778
- HOMO level (eV) = -2.472
- orbital gap (eV) = 6.58
- multiplicity = 1
- net charge = -2